1.
This record from the OMol25 dataset describes a 16-piece molecular cluster, C36H108N4O20 overall in a non-equilibrium geometry. The level of theory is the ωB97M-V functional and the def2-TZVPD basis.

CARTESIAN COORDINATES (ANGSTROEM)
C 2.217 25.082 -24.157
O 1.080 24.622 -23.420
C 0.388 23.496 -23.880
C -0.849 23.168 -22.987
N -1.905 24.208 -22.930
C -2.757 23.890 -21.784
C -3.613 22.572 -21.938
O -2.931 21.341 -21.871
C -2.648 20.986 -20.565
H 3.072 24.406 -24.139
H 2.653 26.056 -23.935
H 1.977 25.146 -25.218
H 0.947 22.577 -24.060
H -0.039 23.787 -24.839
H -0.496 22.820 -22.017
H -1.292 22.220 -23.294
H -1.451 25.049 -22.602
H -3.402 24.769 -21.778
H -2.199 23.971 -20.851
H -4.121 22.613 -22.902
H -4.453 22.628 -21.246
H -1.907 21.750 -20.328
H -2.137 20.028 -20.661
H -3.427 20.916 -19.806
C -2.160 14.458 -23.891
O -1.688 15.806 -23.689
C -1.155 16.128 -22.427
C -0.560 17.538 -22.472
N 0.691 17.684 -23.280
C 1.262 19.012 -22.991
C 2.257 19.281 -24.126
O 1.582 19.642 -25.319
C 2.382 20.058 -26.317
H -2.205 14.388 -24.978
H -3.041 14.163 -23.321
H -1.306 13.827 -23.645
H -0.388 15.393 -22.184
H -1.890 16.035 -21.627
H -0.302 17.813 -21.449
H -1.425 18.158 -22.706
H 0.562 17.482 -24.261
H 1.745 19.047 -22.014
H 0.499 19.788 -22.930
H 2.927 18.424 -24.200
H 2.801 20.185 -23.852
H 3.334 19.552 -26.478
H 2.626 21.114 -26.207
H 1.837 19.993 -27.259
C -6.701 14.926 -22.257
O -5.424 15.497 -21.788
C -4.872 16.637 -22.364
C -5.711 17.950 -22.292
N -5.970 18.440 -20.936
C -6.710 19.733 -20.916
C -8.204 19.686 -20.514
O -8.951 18.812 -21.306
C -9.224 19.186 -22.657
H -6.561 14.475 -23.239
H -7.473 15.696 -22.281
H -7.063 14.080 -21.673
H -4.764 16.448 -23.432
H -3.874 16.753 -21.941
H -6.710 17.690 -22.641
H -5.136 18.673 -22.871
H -6.522 17.737 -20.467
H -6.551 20.260 -21.857
H -6.361 20.386 -20.115
H -8.836 20.570 -20.595
H -8.336 19.382 -19.475
H -8.236 19.251 -23.112
H -9.751 20.107 -22.902
H -9.866 18.438 -23.123
C -4.624 19.314 -15.042
O -5.509 19.608 -16.200
C -6.102 18.479 -16.866
C -4.965 17.573 -17.520
N -4.040 18.254 -18.383
C -3.056 17.448 -19.150
C -1.953 16.938 -18.140
O -0.658 16.955 -18.724
C -0.021 18.217 -18.706
H -3.805 18.641 -15.295
H -5.066 18.802 -14.187
H -4.232 20.257 -14.661
H -6.798 18.749 -17.660
H -6.606 17.823 -16.157
H -5.509 16.808 -18.074
H -4.354 17.039 -16.791
H -4.605 18.761 -19.049
H -2.608 17.986 -19.985
H -3.645 16.636 -19.577
H -2.103 15.880 -17.923
H -1.941 17.500 -17.205
H 0.963 18.222 -19.174
H 0.084 18.677 -17.723
H -0.626 18.775 -19.421
C -4.279 22.662 -17.163
O -5.248 22.008 -18.006
H -4.310 23.724 -17.404
H -4.560 22.599 -16.112
H -3.298 22.256 -17.410
H -5.382 21.075 -17.825
C 1.947 21.514 -19.988
O 0.535 21.202 -20.000
H 2.538 20.713 -20.432
H 2.186 22.407 -20.565
H 2.370 21.569 -18.985
H 0.005 21.864 -19.550
C 0.845 25.358 -19.739
O -0.002 24.728 -18.795
H 1.639 24.713 -20.116
H 0.149 25.581 -20.548
H 1.174 26.291 -19.281
H 0.519 24.770 -17.990
C -2.569 26.678 -18.662
O -2.461 25.334 -18.176
H -1.720 27.282 -18.343
H -2.678 26.890 -19.725
H -3.365 27.217 -18.148
H -1.647 24.938 -18.497
C -7.533 23.361 -23.228
O -8.017 22.514 -22.253
H -8.311 24.122 -23.286
H -6.575 23.827 -23.000
H -7.416 22.768 -24.135
H -8.838 22.883 -21.918
C -0.612 26.324 -27.489
O -1.700 25.807 -28.258
H 0.249 26.484 -28.139
H -0.941 27.312 -27.170
H -0.232 25.745 -26.647
H -2.336 25.406 -27.661
C 5.925 23.541 -25.842
O 7.339 23.612 -25.748
H 5.496 23.888 -24.902
H 5.543 24.269 -26.558
H 5.548 22.539 -26.047
H 7.735 22.756 -25.925
C 1.950 23.594 -27.979
O 2.876 24.468 -28.516
H 2.354 23.282 -27.015
H 1.038 24.183 -27.882
H 1.708 22.808 -28.694
H 2.693 24.557 -29.454
C -3.807 23.343 -25.898
O -2.857 24.431 -25.881
H -3.414 22.330 -25.808
H -4.506 23.466 -25.071
H -4.382 23.348 -26.824
H -2.361 24.343 -25.064
C -6.322 24.507 -19.935
O -5.608 25.435 -19.225
H -7.160 25.027 -20.399
H -5.678 24.290 -20.787
H -6.812 23.732 -19.346
H -4.768 25.033 -18.993
C -2.488 27.445 -23.565
O -2.291 27.742 -22.190
H -3.340 26.801 -23.783
H -2.567 28.338 -24.186
H -1.612 26.909 -23.931
H -2.933 28.353 -21.821
C 4.713 27.747 -27.027
O 3.486 27.252 -27.436
H 4.806 27.586 -25.953
H 5.472 27.241 -27.624
H 4.801 28.821 -27.195
H 3.414 26.295 -27.455

Output
expectation value of S²: 0.750
spin multiplicity: 2
gap between HOMO and LUMO (alpha / beta): 1.39 / 8.55 eV
HOMO energy (alpha / beta): 0.467 / -6.694 eV
total charge: -1



2.
This record from the OMol25 dataset describes an isolated ion of composition C5H13N5 and charge +2 in a non-equilibrium geometry. The level of theory is the ωB97M-V functional and the def2-TZVPD basis.

CARTESIAN COORDINATES (ANGSTROEM)
C -2.302 0.833 -0.516
N -1.568 -0.335 -0.054
N -2.239 -1.526 0.197
C -0.270 -0.372 0.129
N 0.397 -1.475 0.457
C 1.770 -1.624 0.124
N 2.416 -0.792 -0.541
C 1.855 0.429 -1.008
C 0.716 0.929 -0.104
N 1.331 1.330 1.198
H -2.187 1.682 0.155
H -1.984 1.112 -1.524
H -3.361 0.587 -0.569
H -3.146 -1.360 0.629
H -2.386 -2.096 -0.636
H -0.148 -2.303 0.698
H 2.232 -2.539 0.458
H 1.521 0.277 -2.041
H 2.655 1.175 -1.063
H 0.154 1.759 -0.527
H 0.664 1.477 1.969
H 1.855 2.213 1.075
H 2.026 0.621 1.493

Output
SMILES: C/[N+](N)=C1/NC=NC[C@@H]1[NH3+]
gap between HOMO and LUMO: 9.74 eV
HOMO energy: -17.923 eV
total charge: +2



3.
This record from the OMol25 dataset describes a 4-piece molecular cluster, C4H17N2O4 overall in a non-equilibrium geometry. The level of theory is the ωB97M-V functional and the def2-TZVPD basis.

CARTESIAN COORDINATES (ANGSTROEM)
C -2.033 0.848 0.861
C -0.549 0.626 0.658
C 0.071 1.884 0.018
C 1.521 1.668 -0.333
N 2.373 2.678 -0.084
O 1.901 0.604 -0.817
N -0.369 -0.534 -0.295
H -2.230 1.360 1.810
H -2.496 -0.108 1.085
H -2.563 1.435 0.118
H 0.039 0.325 1.514
H -0.513 2.147 -0.865
H -0.082 2.765 0.642
H 2.076 3.438 0.503
H 3.360 2.636 -0.268
H 0.599 -0.535 -0.674
H -0.972 -0.451 -1.113
H -0.604 -1.411 0.159
H 1.662 -1.477 -2.716
H 2.627 -1.579 -1.600
O 1.730 -1.852 -1.829
H 1.832 -2.028 1.829
H 0.660 -3.020 1.713
O 0.888 -2.088 1.647
H -2.890 -2.860 0.008
H -3.295 -2.343 -1.370
O -2.742 -2.127 -0.601

Output
gap between HOMO and LUMO: 11.33 eV
HOMO energy: -13.886 eV
total charge: +1



4.
This record from the OMol25 dataset describes C6H12ErO4 as an isolated structure in a non-equilibrium geometry. The level of theory is the ωB97M-V functional and the def2-TZVPD basis.

CARTESIAN COORDINATES (ANGSTROEM)
C 1.294 0.041 1.867
H 2.383 -0.082 1.759
H 1.090 0.072 2.944
H 0.752 0.895 1.433
O 3.250 2.495 -0.116
C 2.680 3.012 -1.048
H 3.242 3.503 -1.867
H 1.634 2.734 -1.300
O 0.663 -1.230 1.340
C 0.981 -1.608 -0.041
C 0.332 -0.638 -0.995
O -1.090 -0.963 -1.047
C -2.042 -0.075 -0.467
C -3.174 -0.953 0.073
O -2.699 -1.964 0.901
Er -0.931 -2.690 0.533
H 2.068 -1.685 -0.189
H 0.745 -0.769 -2.005
H 0.405 0.431 -0.727
H -2.407 0.650 -1.212
H -1.570 0.478 0.364
H -3.723 -1.367 -0.800
H -3.884 -0.285 0.600

Output
expectation value of S²: 3.753
spin multiplicity: 4
gap between HOMO and LUMO (alpha / beta): 7.69 / 7.81 eV
HOMO energy (alpha / beta): -12.452 / -12.483 eV
total charge: +1



5.
This record from the OMol25 dataset describes a 2-piece molecular cluster, CH4NO2S overall in a non-equilibrium geometry. The level of theory is the ωB97M-V functional and the def2-TZVPD basis.

CARTESIAN COORDINATES (ANGSTROEM)
C -1.366 1.495 0.334
N 1.071 -1.294 0.045
O -1.843 -0.591 -1.377
O -1.868 -0.925 1.078
S -1.315 -0.227 -0.053
H -0.908 1.580 1.328
H -0.696 2.039 -0.292
H 0.593 -2.178 -0.198
H 1.466 -1.477 1.074

Output
expectation value of S²: 2.012
spin multiplicity: 3
gap between HOMO and LUMO (alpha / beta): 6.02 / 5.95 eV
HOMO energy (alpha / beta): -1.848 / -3.335 eV
total charge: -1



6.
This record from the OMol25 dataset describes an isolated ion of composition C5H12NS and charge -2 in a non-equilibrium geometry. The level of theory is the ωB97M-V functional and the def2-TZVPD basis.

CARTESIAN COORDINATES (ANGSTROEM)
C -0.992 0.282 -0.465
N -0.602 0.633 0.963
C 0.515 1.632 0.684
C 1.668 1.332 1.654
S 2.957 1.292 0.297
C -1.286 -1.265 -0.715
C -0.205 -2.076 -1.372
H -0.261 0.616 -1.246
H -1.960 0.948 -0.515
H -0.399 -0.194 1.467
H 0.022 2.660 0.982
H 0.693 1.687 -0.427
H 1.649 2.123 2.354
H 1.741 0.308 2.113
H -2.239 -1.426 -1.211
H -1.556 -1.653 0.363
H 0.555 -1.595 -2.076
H 0.579 -2.587 -0.832
H -0.878 -2.717 -2.017

Output
expectation value of S²: 0.751
spin multiplicity: 2
gap between HOMO and LUMO (alpha / beta): 2.33 / 5.73 eV
HOMO energy (alpha / beta): 3.919 / 0.343 eV
total charge: -2



7.
This record from the OMol25 dataset describes C11H17Cl2NO2SZr as an isolated structure in a non-equilibrium geometry. The level of theory is the ωB97M-V functional and the def2-TZVPD basis.

CARTESIAN COORDINATES (ANGSTROEM)
C -0.703 0.920 -1.002
C -1.533 -0.216 -0.822
C -0.711 -1.358 -0.636
C -3.001 -0.263 -0.925
C 0.631 -0.958 -0.672
C 0.684 0.468 -0.923
C 1.860 1.138 -1.543
C -1.176 2.258 -1.426
C -1.204 -2.751 -0.553
C 1.781 -1.869 -0.612
Zr 0.771 1.513 1.391
Cl -1.486 0.595 2.279
Cl -0.153 3.635 2.101
O 1.824 0.443 2.600
H -3.434 0.710 -0.674
H -3.416 -1.012 -0.239
H -3.336 -0.535 -1.939
H -2.026 -2.814 0.170
H -0.410 -3.431 -0.223
H -1.580 -3.116 -1.526
H 1.646 -2.600 0.195
H 2.710 -1.318 -0.446
H 1.896 -2.427 -1.553
H 2.806 0.713 -1.174
H 1.866 2.212 -1.310
H 1.846 0.997 -2.637
H -2.094 2.541 -0.888
H -1.413 2.246 -2.502
H -0.422 3.038 -1.251
H 2.619 -0.082 2.769
O 2.267 2.642 0.791
H 2.369 3.602 0.920
S -0.427 -2.171 2.853
C 0.237 -1.587 4.195
N 0.709 -1.162 5.211

Output
gap between HOMO and LUMO: 5.36 eV
HOMO energy: -0.178 eV
total charge: -2



8.
This record from the OMol25 dataset describes a 2-piece molecular cluster, C4H12ClNP overall in a non-equilibrium geometry. The level of theory is the ωB97M-V functional and the def2-TZVPD basis.

CARTESIAN COORDINATES (ANGSTROEM)
C 0.125 0.405 2.044
C 1.491 -0.889 -0.603
C -0.337 0.041 -1.637
C 0.144 0.806 0.558
N 0.148 -0.436 -0.349
P -0.914 -1.829 0.182
Cl -3.475 0.967 -0.050
H 0.323 1.353 2.585
H -0.862 0.020 2.240
H 0.932 -0.172 2.379
H 2.018 -0.955 0.248
H 1.471 -1.788 -1.118
H 2.124 -0.098 -1.104
H -0.481 -0.843 -2.348
H -1.362 0.619 -1.648
H 0.430 0.758 -2.026
H 1.066 1.371 0.205
H -0.791 1.515 0.236
H -2.050 -0.843 0.206

Output
expectation value of S²: 2.007
spin multiplicity: 3
gap between HOMO and LUMO (alpha / beta): 10.35 / 7.64 eV
HOMO energy (alpha / beta): -13.936 / -15.372 eV
total charge: +1



9.
This record from the OMol25 dataset describes C10H25BN7O2Tl as an isolated structure in a non-equilibrium geometry. The level of theory is the ωB97M-V functional and the def2-TZVPD basis.

CARTESIAN COORDINATES (ANGSTROEM)
Tl -0.119 0.361 -0.137
N 2.247 -0.458 0.116
C 2.923 0.423 1.101
C 2.480 0.144 2.528
C 1.066 0.586 2.871
N 0.045 -0.278 2.220
H 2.361 -1.435 0.377
H 2.694 -0.358 -0.792
H 2.703 1.461 0.837
H 4.004 0.294 1.034
H 3.161 0.672 3.196
H 2.596 -0.923 2.753
H 0.905 1.615 2.536
H 0.937 0.574 3.953
H -0.861 -0.136 2.661
H 0.279 -1.255 2.376
N -5.399 -1.878 -0.374
N -4.393 -0.996 -0.163
N -4.631 0.283 0.047
C -3.403 0.774 0.112
N -2.491 -0.192 -0.050
N -3.148 -1.334 -0.231
H -6.290 -1.535 -0.047
H -5.148 -2.836 -0.182
H -3.181 1.818 0.264
C -1.739 5.644 -0.478
C -0.690 4.810 0.216
C -0.676 5.063 1.708
O -1.110 3.348 0.067
B 0.027 2.768 -0.270
O 1.163 3.382 -0.501
C 0.744 4.851 -0.468
C 0.730 5.292 -1.915
C 1.799 5.582 0.325
H -2.686 5.556 0.053
H -1.889 5.344 -1.513
H -1.439 6.693 -0.461
H -1.657 4.818 2.115
H -0.475 6.114 1.914
H 0.070 4.455 2.221
H -0.006 4.746 -2.506
H 1.714 5.117 -2.348
H 0.514 6.358 -1.981
H 1.914 5.187 1.331
H 1.535 6.639 0.395
H 2.754 5.506 -0.193

Output
gap between HOMO and LUMO: 7.77 eV
HOMO energy: -15.756 eV
total charge: +2



10.
This record from the OMol25 dataset describes C6H5NS as an isolated structure in a non-equilibrium geometry. The level of theory is the ωB97M-V functional and the def2-TZVPD basis.

CARTESIAN COORDINATES (ANGSTROEM)
C -0.162 0.482 -0.848
C 0.917 1.268 -0.581
C -0.791 -0.214 0.160
C 0.967 0.877 1.371
C 1.068 0.437 -1.748
C -1.731 -1.220 0.018
N -0.191 0.178 1.407
S 1.944 1.443 2.470
H 1.487 -0.529 -1.735
H 0.924 1.048 -2.701
H -1.882 -1.846 0.905
H -2.086 -1.437 -0.918
H -0.465 -0.487 2.200

Output
gap between HOMO and LUMO: 7.59 eV
HOMO energy: -8.380 eV
total charge: 0



11.
This record from the OMol25 dataset describes C4H4IrLiO5 as an isolated structure in a non-equilibrium geometry. The level of theory is the ωB97M-V functional and the def2-TZVPD basis.

CARTESIAN COORDINATES (ANGSTROEM)
O 0.359 -2.511 -0.228
O -0.229 -0.579 0.631
C -0.497 0.770 0.173
C -1.962 1.049 0.495
O -2.795 0.084 -0.014
C 0.702 -1.366 0.059
H 0.202 1.445 0.688
H -0.333 0.829 -0.913
H -2.161 2.070 0.094
H -2.044 1.143 1.603
O 2.827 -0.350 0.454
O 2.178 -0.540 -1.645
C 1.960 -0.726 -0.403
Li -2.067 -1.551 0.078
Ir 3.861 0.233 -1.073

Output
expectation value of S²: 8.764
spin multiplicity: 6
gap between HOMO and LUMO (alpha / beta): 4.16 / 6.57 eV
HOMO energy (alpha / beta): -9.398 / -13.897 eV
total charge: +1



12.
This record from the OMol25 dataset describes a 2-piece molecular cluster, CH3NS2 overall in a non-equilibrium geometry. The level of theory is the ωB97M-V functional and the def2-TZVPD basis.

CARTESIAN COORDINATES (ANGSTROEM)
C 0.743 0.019 0.181
N -0.588 -0.050 0.614
S -1.712 -1.050 -0.268
S -1.783 0.977 -0.135
H 1.221 0.934 0.501
H 1.289 -0.875 0.448
H 0.830 0.046 -1.342

Output
gap between HOMO and LUMO: 8.40 eV
HOMO energy: -8.713 eV
total charge: 0



no.,molecular weight (g mol⁻¹)
1,917.27
2,143.19
3,157.19
4,315.42
5,94.11
6,118.22
7,389.46
8,140.57
9,490.55
10,123.18
11,331.23
12,93.18